Below is a cluster of 12 separate species, C50H54Cl10O26 in total, with properties calculated with wB97M-V/def2-TZVPD.

Last column: Mulliken charge in e.
Atoms and positions in Å:
1 O -1.126277 -2.952627 -2.316550  -0.5096
2 C -0.190841 -3.730545 -2.310200  0.6318
3 C 0.708938 -3.766500 -1.115817  0.1922
4 C 1.694643 -4.677361 -1.084962  -0.0280
5 O 2.487090 -4.736577 0.000086  -0.5383
6 C 1.919654 -5.689215 -2.124688  0.3456
7 O 2.848026 -6.471237 -2.107800  -0.6061
8 C 0.926642 -5.750547 -3.211995  -0.7844
9 C -0.075723 -4.872296 -3.271767  0.2016
10 O -1.202572 -5.080584 -3.978407  -0.6227
11 H 0.625813 -3.037838 -0.322363  0.6952
12 H 2.795592 -5.612264 0.263692  0.3234
13 H 0.893778 -6.657492 -3.799607  0.5344
14 H -1.828772 -4.379490 -3.718642  0.1454
15 O -4.728075 -1.326602 -4.914040  -0.6070
16 C -3.557718 -1.191269 -5.188253  0.5090
17 C -2.822253 0.049173 -4.936820  -0.3343
18 C -1.529083 0.243185 -5.213410  0.7334
19 O -0.891722 1.402714 -4.985754  -0.4213
20 C -0.633189 -0.879632 -5.612863  0.7352
21 O 0.505651 -0.798427 -6.023038  -0.7622
22 C -1.330383 -2.156457 -5.687919  -0.5676
23 C -2.641498 -2.327339 -5.525607  0.1470
24 O -3.299160 -3.483218 -5.676706  -0.5902
25 H -3.324571 0.816619 -4.355732  -0.0037
26 H 0.044573 1.275686 -5.230285  0.3375
27 H -0.748804 -3.046890 -5.900653  0.4625
28 H -4.253347 -3.337569 -5.552106  0.3370
29 O 3.109498 -1.093425 8.607209  -0.6201
30 C 3.138512 -0.139788 7.868878  0.4390
31 C 3.272802 -0.248223 6.390425  -0.6851
32 C 3.377465 0.789847 5.558409  0.4820
33 O 3.514955 0.662238 4.226268  -0.5430
34 C 3.319898 2.200480 6.052858  0.8555
35 O 3.257245 3.151460 5.310419  -0.5226
36 C 3.203365 2.308853 7.512429  -0.8987
37 C 3.098224 1.264854 8.346455  0.4872
38 O 2.836563 1.481536 9.644870  -0.5534
39 H 3.240414 -1.239930 5.952724  0.5504
40 H 3.729777 1.552194 3.886175  0.1852
41 H 3.193490 3.307800 7.929279  0.4318
42 H 2.947327 0.651869 10.137101  0.3395
43 O 3.279921 0.180570 -5.070101  -0.6282
44 C 3.450799 -0.642559 -4.198005  0.4179
45 C 3.649228 -0.226025 -2.812953  -0.7260
46 C 4.087629 -1.050236 -1.864699  0.6473
47 O 4.189439 -0.630743 -0.593947  -0.5057
48 C 4.442064 -2.451064 -2.148461  0.6623
49 O 4.988844 -3.148035 -1.320092  -0.6534
50 C 4.030727 -2.982676 -3.473983  -0.4964
51 C 3.478764 -2.156339 -4.365319  0.4472
52 O 2.831773 -2.617749 -5.451378  -0.5976
53 H 3.356272 0.779691 -2.537138  0.2581
54 H 4.527896 -1.345707 -0.031156  0.3563
55 H 3.957112 -4.052551 -3.613596  0.5375
56 H 2.449240 -1.853669 -5.910823  0.3295
57 O -3.433910 -3.202614 1.034801  -0.8164
58 C -3.890569 -2.314426 0.340124  0.5964
59 C -4.869193 -2.499559 -0.685398  -0.6814
60 C -5.433026 -1.484305 -1.358621  0.0625
61 O -6.411917 -1.676737 -2.226188  -0.5805
62 C -4.952638 -0.070931 -1.209180  0.6181
63 O -5.403486 0.806318 -1.919867  -0.6662
64 C -3.927839 0.138711 -0.211954  -0.0750
65 C -3.423987 -0.878498 0.502015  0.0108
66 O -2.576665 -0.640089 1.514125  -0.0929
67 H -5.154251 -3.485641 -1.036276  0.4595
68 H -6.572768 -0.847215 -2.714088  0.3723
69 H -3.606491 1.140336 0.035157  0.5836
70 H -2.168837 -1.504376 1.738266  0.1158
71 O 2.366817 -6.659225 3.693684  -0.6157
72 C 1.545268 -5.781967 3.549151  0.5875
73 C 0.484820 -5.824567 2.554869  -0.6512
74 C -0.266750 -4.748399 2.300791  0.4786
75 O -1.299477 -4.857080 1.443570  -0.5624
76 C -0.015121 -3.392339 2.904250  0.2050
77 O -0.640235 -2.444006 2.505227  -0.0816
78 C 0.953642 -3.385016 4.031027  -1.0446
79 C 1.648321 -4.504623 4.323181  0.4097
80 O 2.650565 -4.424820 5.213912  -0.4919
81 H 0.225108 -6.764318 2.087012  0.4957
82 H -1.938513 -4.134675 1.633204  0.3987
83 H 1.147012 -2.550192 4.690524  0.4693
84 H 2.853535 -5.338519 5.489533  0.3295
85 C 0.145872 2.627814 -1.912772  0.3808
86 O 0.779454 1.351196 -2.002842  -0.2877
87 C 0.088527 0.380197 -1.259056  -0.1362
88 C 0.384058 0.290226 0.219322  0.5316
89 O 0.220546 1.513041 0.900854  0.5216
90 C 0.830875 1.525898 2.168052  -1.1664
91 H -0.061486 2.907557 -0.880074  -0.0109
92 H -0.826287 2.498494 -2.391145  -0.1822
93 H 0.674424 3.426255 -2.425340  -0.0251
94 H 0.351132 -0.609362 -1.652917  -0.4020
95 H -0.978638 0.421311 -1.521651  0.1785
96 H 1.418620 -0.064816 0.341521  0.3648
97 H -0.221747 -0.474959 0.725519  -0.3683
98 H 1.714243 0.868662 2.169886  0.5787
99 H 0.207383 1.241291 3.010437  -0.0373
100 H 1.395624 2.448867 2.304099  0.0524
101 Cl 3.767555 4.107601 2.432139  -0.1909
102 C 2.962204 4.276429 0.852827  -0.0044
103 C 1.983747 5.436269 0.829773  0.2241
104 Cl 1.765014 6.086399 -0.803716  -0.1601
105 H 2.542374 3.332675 0.511815  -0.2672
106 H 3.795697 4.509819 0.191841  0.4767
107 H 2.230983 6.204096 1.562404  0.4803
108 H 0.983697 5.158325 1.170159  -0.4169
109 Cl -1.228511 4.531627 1.838114  -0.3442
110 C -2.141330 3.167485 2.493978  0.4514
111 C -3.572314 3.255988 2.044019  -0.1104
112 Cl -4.546019 1.928001 2.691467  -0.1946
113 H -2.093030 3.313463 3.574582  0.3983
114 H -1.583869 2.257397 2.280634  -0.4786
115 H -3.656144 3.251307 0.958084  -0.1862
116 H -3.976895 4.187343 2.434805  0.4707
117 Cl -0.662420 0.632421 8.762123  -0.1899
118 C -0.503081 -0.535017 7.442992  0.1172
119 C -1.090722 -0.081772 6.119720  -0.0926
120 Cl -0.459059 1.466310 5.514843  -0.1097
121 H -0.874359 -1.497078 7.788364  0.4593
122 H 0.574832 -0.662109 7.329540  -0.3524
123 H -2.149337 0.105929 6.294805  0.4107
124 H -0.970327 -0.866281 5.376800  -0.2103
125 Cl -3.263208 3.832657 -2.030715  -0.1003
126 C -3.726127 3.504572 -3.737265  0.0142
127 C -3.977609 4.846868 -4.411061  -0.4583
128 Cl -5.564399 5.502419 -3.981365  -0.2060
129 H -4.599924 2.886022 -3.916013  0.3227
130 H -2.806961 3.153854 -4.206534  -0.0960
131 H -3.931816 4.799884 -5.498652  0.3914
132 H -3.272348 5.616681 -4.106228  0.1347
133 Cl -0.804708 6.495224 -5.891309  -0.2076
134 C 0.159183 6.278657 -4.425790  0.2002
135 C 1.585934 6.758718 -4.509650  -0.3908
136 Cl 1.714719 8.525140 -4.467322  -0.1891
137 H 0.098518 5.269592 -4.016288  -0.2410
138 H -0.287606 6.854659 -3.611275  0.3328
139 H 2.150040 6.383329 -5.363807  0.3987
140 H 2.189957 6.424122 -3.665224  0.1365

Atoms 1-3, force components in eV/Å:
O -0.1583 -0.1499 -0.9063
C 0.5044 0.1088 2.4814
C 0.5692 -0.1128 -1.6162

Results
SMILES string = O=C1C=C(O)C(=O)C=C1O.O=C1C=C(O)C(=O)C=C1O.O=C1C=C(O)C(=O)C=C1O.O=C1C=C(O)C(=O)C=C1O.O=C1C=C(O)C(=O)C=C1O.O=C1C=C(O)C(=O)C=C1O.COCCOC.ClCCCl.ClCCCl.ClCCCl.ClCCCl.ClCCCl
Electronic energy = -231180.276 eV
HOMO energy = -9.6 eV
Kohn-Sham gap = 7.492 eV
Spin multiplicity = 1